Entry 1:
{"formula": "C64H160O32", "method": "ωB97M-V/def2-TZVPD", "relative_energy_ev": 3.059, "e_lumo_ev": 0.41, "symbols": ["C", "O", "C", "C", "O", "C", "H", "H", "H", "H", "H", "H", "H", "H", "H", "H", "C", "O", "C", "C", "O", "C", "H", "H", "H", "H", "H", "H", "H", "H", "H", "H", "C", "O", "C", "C", "O", "C", "H", "H", "H", "H", "H", "H", "H", "H", "H", "H", "C", "O", "C", "C", "O", "C", "H", "H", "H", "H", "H", "H", "H", "H", "H", "H", "C", "O", "C", "C", "O", "C", "H", "H", "H", "H", "H", "H", "H", "H", "H", "H", "C", "O", "C", "C", "O", "C", "H", "H", "H", "H", "H", "H", "H", "H", "H", "H", "C", "O", "C", "C", "O", "C", "H", "H", "H", "H", "H", "H", "H", "H", "H", "H", "C", "O", "C", "C", "O", "C", "H", "H", "H", "H", "H", "H", "H", "H", "H", "H", "C", "O", "C", "C", "O", "C", "H", "H", "H", "H", "H", "H", "H", "H", "H", "H", "C", "O", "C", "C", "O", "C", "H", "H", "H", "H", "H", "H", "H", "H", "H", "H", "C", "O", "C", "C", "O", "C", "H", "H", "H", "H", "H", "H", "H", "H", "H", "H", "C", "O", "C", "C", "O", "C", "H", "H", "H", "H", "H", "H", "H", "H", "H", "H", "C", "O", "C", "C", "O", "C", "H", "H", "H", "H", "H", "H", "H", "H", "H", "H", "C", "O", "C", "C", "O", "C", "H", "H", "H", "H", "H", "H", "H", "H", "H", "H", "C", "O", "C", "C", "O", "C", "H", "H", "H", "H", "H", "H", "H", "H", "H", "H", "C", "O", "C", "C", "O", "C", "H", "H", "H", "H", "H", "H", "H", "H", "H", "H"], "xyz": [[5.55, -0.61, 4.08], [6.53, -0.78, 3.10], [6.06, -1.19, 1.83], [5.75, -2.76, 1.74], [4.68, -3.17, 2.61], [3.38, -2.94, 2.11], [4.77, 0.11, 3.84], [5.98, -0.24, 5.01], [5.08, -1.53, 4.43], [6.83, -0.94, 1.11], [5.09, -0.79, 1.53], [6.63, -3.23, 2.16], [5.60, -3.12, 0.72], [3.14, -1.88, 2.25], [2.58, -3.45, 2.65], [3.42, -3.23, 1.06], [-1.22, -4.65, -3.23], [-0.07, -3.90, -3.06], [0.91, -4.06, -4.07], [2.28, -3.42, -3.67], [2.15, -1.99, -3.30], [1.53, -1.19, -4.25], [-1.89, -4.20, -3.96], [-1.84, -4.43, -2.36], [-1.11, -5.72, -3.40], [0.49, -3.60, -4.96], [1.02, -5.11, -4.33], [3.07, -3.58, -4.40], [2.68, -3.89, -2.77], [1.56, -0.16, -3.89], [0.48, -1.49, -4.35], [2.08, -1.30, -5.18], [-7.11, -5.72, 4.24], [-6.58, -5.38, 2.87], [-6.41, -3.95, 2.80], [-6.26, -3.59, 1.32], [-4.91, -4.03, 0.98], [-4.63, -4.02, -0.43], [-8.17, -5.50, 4.38], [-6.52, -5.19, 4.99], [-7.06, -6.77, 4.52], [-5.60, -3.59, 3.43], [-7.35, -3.52, 3.14], [-6.39, -2.51, 1.22], [-6.97, -4.15, 0.71], [-4.58, -3.03, -0.89], [-5.31, -4.71, -0.93], [-3.65, -4.43, -0.63], [-5.21, -0.09, 0.28], [-5.14, 1.29, 0.09], [-6.36, 2.08, 0.04], [-7.45, 1.86, 1.12], [-8.03, 0.60, 0.91], [-9.25, 0.46, 1.66], [-4.16, -0.39, 0.27], [-5.56, -0.69, -0.56], [-5.78, -0.35, 1.17], [-6.95, 1.81, -0.83], [-6.07, 3.12, -0.12], [-8.14, 2.69, 1.02], [-7.02, 2.11, 2.09], [-9.07, 0.60, 2.72], [-9.65, -0.54, 1.52], [-10.00, 1.22, 1.42], [4.07, 1.56, -2.51], [4.13, 2.97, -2.26], [4.85, 3.84, -3.14], [6.34, 3.53, -3.29], [6.61, 2.46, -4.18], [7.89, 1.80, -4.10], [5.02, 1.09, -2.27], [3.73, 1.33, -3.52], [3.25, 1.25, -1.86], [4.79, 4.84, -2.71], [4.34, 3.86, -4.11], [6.68, 3.24, -2.29], [6.83, 4.42, -3.68], [8.08, 1.39, -3.11], [8.64, 2.53, -4.41], [7.91, 0.94, -4.78], [1.07, 0.78, 6.17], [2.14, 1.35, 5.44], [2.59, 2.59, 6.08], [3.82, 2.97, 5.33], [4.94, 2.17, 5.69], [6.15, 2.50, 5.07], [0.56, 0.05, 5.54], [0.28, 1.51, 6.37], [1.41, 0.24, 7.05], [2.81, 2.48, 7.14], [1.73, 3.26, 6.00], [3.97, 4.03, 5.55], [3.61, 2.78, 4.28], [6.41, 3.49, 5.44], [6.11, 2.47, 3.98], [6.95, 1.80, 5.31], [-9.28, -4.87, -1.69], [-8.50, -3.97, -2.49], [-8.43, -2.68, -1.88], [-7.35, -1.79, -2.65], [-6.08, -2.44, -2.60], [-5.10, -1.82, -3.48], [-10.30, -4.53, -1.56], [-8.85, -5.11, -0.71], [-9.33, -5.90, -2.04], [-7.98, -2.80, -0.90], [-9.40, -2.20, -1.88], [-7.41, -0.76, -2.31], [-7.67, -1.75, -3.70], [-5.01, -0.74, -3.38], [-5.39, -1.93, -4.53], [-4.20, -2.36, -3.19], [-1.16, -3.26, 6.66], [-2.13, -2.42, 6.03], [-2.35, -2.56, 4.60], [-3.52, -1.83, 3.85], [-3.32, -0.46, 3.73], [-2.17, 0.09, 3.10], [-0.16, -2.98, 6.32], [-1.34, -4.33, 6.52], [-1.20, -3.01, 7.72], [-2.56, -3.61, 4.45], [-1.35, -2.45, 4.18], [-4.48, -1.92, 4.35], [-3.63, -2.39, 2.92], [-2.15, 1.17, 2.96], [-2.11, -0.31, 2.09], [-1.27, -0.21, 3.63], [3.68, 5.24, 2.62], [4.57, 4.18, 2.38], [4.39, 3.38, 1.17], [5.49, 2.32, 0.93], [6.76, 2.93, 0.84], [7.76, 1.99, 0.87], [2.63, 4.94, 2.59], [3.73, 5.92, 1.77], [4.00, 5.74, 3.53], [4.30, 4.09, 0.35], [3.42, 2.90, 1.24], [5.24, 1.92, -0.06], [5.48, 1.51, 1.67], [8.65, 2.45, 0.45], [7.46, 1.08, 0.34], [7.92, 1.73, 1.91], [-1.39, 3.28, 0.41], [-1.77, 4.57, 0.69], [-1.12, 5.61, -0.07], [0.29, 5.97, 0.49], [1.28, 4.86, 0.42], [1.72, 4.51, -0.90], [-1.31, 3.00, -0.64], [-2.08, 2.63, 0.94], [-0.39, 3.14, 0.81], [-1.68, 6.55, -0.07], [-1.06, 5.37, -1.13], [0.09, 6.18, 1.54], [0.69, 6.86, 0.02], [0.97, 4.31, -1.66], [2.40, 3.66, -0.90], [2.38, 5.31, -1.22], [-2.11, -1.23, -1.75], [-1.25, -0.45, -0.92], [0.03, -0.87, -0.80], [0.92, 0.09, -0.02], [0.78, -0.20, 1.34], [1.68, 0.50, 2.22], [-3.15, -0.89, -1.85], [-2.14, -2.26, -1.41], [-1.62, -1.24, -2.73], [0.48, -1.02, -1.78], [0.19, -1.86, -0.37], [0.71, 1.13, -0.28], [1.96, -0.04, -0.31], [2.71, 0.42, 1.86], [1.64, 0.06, 3.21], [1.48, 1.57, 2.20], [-1.46, -3.57, 1.23], [-0.91, -4.71, 1.92], [-1.39, -5.94, 1.34], [-0.62, -6.32, 0.02], [0.69, -6.76, 0.41], [1.79, -6.08, -0.27], [-1.06, -2.64, 1.64], [-2.54, -3.49, 1.13], [-1.04, -3.48, 0.23], [-2.46, -5.83, 1.15], [-1.21, -6.68, 2.11], [-0.60, -5.56, -0.76], [-1.20, -7.14, -0.40], [1.84, -5.00, -0.12], [1.62, -6.22, -1.33], [2.78, -6.47, -0.01], [0.30, 8.53, 7.43], [0.59, 7.57, 6.49], [-0.33, 7.50, 5.32], [-0.06, 6.26, 4.45], [-0.32, 5.00, 5.09], [-0.22, 3.90, 4.24], [0.33, 9.51, 6.95], [1.03, 8.52, 8.23], [-0.66, 8.39, 7.93], [-0.26, 8.43, 4.75], [-1.34, 7.42, 5.75], [0.97, 6.26, 4.08], [-0.70, 6.33, 3.56], [-1.09, 3.91, 3.58], [-0.46, 3.00, 4.82], [0.79, 3.83, 3.83], [-3.80, 5.33, -7.26], [-3.75, 4.62, -6.02], [-2.38, 4.49, -5.58], [-2.29, 3.97, -4.14], [-3.12, 2.78, -3.91], [-3.09, 2.39, -2.53], [-3.64, 6.40, -7.13], [-4.74, 5.10, -7.76], [-3.12, 4.88, -7.98], [-2.05, 5.52, -5.66], [-1.78, 3.80, -6.17], [-2.62, 4.80, -3.50], [-1.26, 3.68, -3.93], [-3.75, 1.54, -2.37], [-3.26, 3.16, -1.78], [-2.03, 2.15, -2.41], [8.65, -4.04, -0.21], [8.52, -2.67, 0.05], [8.53, -1.84, -1.15], [7.26, -1.94, -2.03], [6.08, -1.49, -1.41], [4.92, -1.81, -2.07], [9.04, -4.46, 0.72], [9.39, -4.27, -0.97], [7.68, -4.47, -0.47], [9.46, -1.94, -1.70], [8.54, -0.85, -0.69], [7.09, -2.99, -2.30], [7.46, -1.34, -2.91], [4.10, -1.19, -1.71], [4.58, -2.83, -1.90], [4.94, -1.46, -3.11], [0.88, -2.74, -7.97], [-0.09, -2.28, -7.09], [-1.45, -2.60, -7.48], [-2.33, -1.95, -6.41], [-2.29, -0.54, -6.68], [-3.12, 0.12, -5.77], [0.98, -2.00, -8.77], [0.73, -3.70, -8.46], [1.87, -2.68, -7.51], [-1.62, -3.68, -7.50], [-1.69, -2.16, -8.44], [-2.00, -2.25, -5.42], [-3.35, -2.33, -6.52], [-2.71, 0.07, -4.77], [-4.11, -0.33, -5.85], [-3.14, 1.19, -6.00]]}


Entry 2:
{"formula": "C4H5LiMgNaO2", "method": "ωB97M-V/def2-TZVPD", "s_squared": 0.756, "multiplicity": 2, "relative_energy_ev": 0.989, "e_lumo_ev": [-1.59, -1.57], "symbols": ["O", "C", "C", "Mg", "Li", "H", "H", "H", "H", "C", "C", "O", "Na", "H"], "xyz": [[-2.28, 1.98, 2.37], [-2.85, 2.36, 1.14], [-2.09, 3.46, 0.47], [-0.35, 1.75, 2.63], [-3.55, 1.28, 3.42], [-3.93, 2.59, 1.03], [-2.89, 1.51, 0.44], [-1.90, 3.30, -0.59], [-1.91, 4.40, 1.00], [1.26, 2.38, -3.36], [1.70, 1.38, -2.77], [1.98, 0.59, -1.84], [2.07, -0.29, 0.38], [1.30, 3.19, -4.06]]}


Entry 3:
{"formula": "C27H73Br3NO22P2S7", "method": "ωB97M-V/def2-TZVPD", "total_charge": -1, "e_lumo_ev": 1.51, "symbols": ["C", "C", "Br", "C", "Br", "P", "C", "C", "C", "N", "P", "O", "Br", "H", "H", "H", "H", "H", "H", "H", "H", "H", "H", "H", "H", "H", "H", "H", "H", "H", "O", "S", "O", "O", "C", "C", "C", "H", "H", "H", "H", "H", "H", "H", "H", "O", "S", "O", "O", "C", "C", "C", "H", "H", "H", "H", "H", "H", "H", "H", "O", "S", "O", "O", "C", "C", "C", "H", "H", "H", "H", "H", "H", "H", "H", "O", "S", "O", "O", "C", "C", "C", "H", "H", "H", "H", "H", "H", "H", "H", "O", "S", "O", "O", "C", "C", "C", "H", "H", "H", "H", "H", "H", "H", "H", "O", "S", "O", "O", "C", "C", "C", "H", "H", "H", "H", "H", "H", "H", "H", "O", "S", "O", "O", "C", "C", "C", "H", "H", "H", "H", "H", "H", "H", "H"], "xyz": [[6.52, -2.16, 2.00], [6.06, -1.19, 0.92], [7.68, -0.16, 0.36], [4.92, -0.28, 1.27], [5.36, 0.86, 2.77], [3.28, -1.36, 1.59], [1.74, -2.48, 1.90], [1.02, -3.00, 0.66], [1.87, -3.71, -0.38], [2.51, -4.90, 0.19], [1.81, 0.44, 2.11], [2.06, 0.91, 3.68], [2.52, 2.28, 0.98], [6.66, -1.63, 2.94], [5.79, -2.96, 2.11], [7.47, -2.62, 1.72], [5.78, -1.71, 0.01], [4.71, 0.34, 0.40], [2.86, -1.07, 0.21], [3.99, -2.55, 1.12], [3.70, -1.55, 2.98], [0.99, -1.91, 2.45], [2.06, -3.29, 2.56], [0.26, -3.73, 0.97], [0.48, -2.17, 0.19], [1.22, -4.05, -1.20], [2.59, -3.02, -0.83], [3.29, -5.19, -0.39], [2.92, -4.64, 1.08], [1.31, 0.60, 4.19], [-4.21, 1.45, 2.88], [-3.73, 1.12, 1.57], [-2.64, 0.20, 1.47], [-3.39, 2.46, 0.82], [-2.47, 3.38, 1.47], [-1.02, 3.00, 1.29], [-5.04, 0.59, 0.54], [-2.76, 3.46, 2.52], [-2.69, 4.34, 0.99], [-0.76, 2.07, 1.80], [-0.39, 3.79, 1.69], [-0.79, 2.87, 0.23], [-5.87, 1.28, 0.60], [-5.32, -0.40, 0.90], [-4.65, 0.50, -0.47], [-6.39, 3.68, 2.75], [-7.23, 2.97, 3.65], [-8.10, 1.95, 3.13], [-8.11, 4.04, 4.45], [-8.79, 5.04, 3.66], [-10.04, 4.51, 2.99], [-6.33, 2.34, 5.01], [-8.09, 5.46, 2.93], [-9.04, 5.83, 4.37], [-9.81, 3.78, 2.22], [-10.58, 5.34, 2.53], [-10.69, 4.03, 3.73], [-5.70, 3.13, 5.41], [-5.72, 1.53, 4.61], [-7.03, 1.98, 5.75], [11.23, 2.05, 1.56], [11.10, 2.16, 0.14], [10.87, 0.99, -0.65], [12.41, 2.90, -0.41], [13.68, 2.35, 0.01], [14.06, 1.10, -0.74], [9.92, 3.39, -0.28], [13.65, 2.18, 1.09], [14.39, 3.16, -0.18], [13.39, 0.27, -0.49], [15.08, 0.81, -0.48], [14.00, 1.27, -1.81], [10.12, 4.28, 0.30], [8.95, 2.96, -0.01], [9.98, 3.57, -1.34], [6.66, -2.05, -6.51], [7.33, -3.14, -5.89], [6.56, -4.16, -5.25], [8.43, -2.58, -4.91], [8.02, -1.59, -3.92], [7.31, -2.18, -2.73], [8.43, -3.90, -7.03], [7.42, -0.83, -4.42], [8.96, -1.13, -3.62], [6.33, -2.58, -3.00], [7.19, -1.40, -1.98], [7.90, -2.99, -2.29], [9.03, -3.12, -7.51], [7.81, -4.41, -7.77], [9.05, -4.61, -6.50], [-9.63, 8.38, 4.61], [-9.82, 9.30, 5.69], [-11.15, 9.59, 6.12], [-9.05, 10.64, 5.36], [-9.31, 11.24, 4.06], [-10.63, 11.97, 4.01], [-8.85, 8.82, 7.07], [-9.25, 10.46, 3.30], [-8.47, 11.92, 3.92], [-11.48, 11.29, 4.08], [-10.70, 12.51, 3.06], [-10.70, 12.69, 4.83], [-7.84, 8.62, 6.74], [-9.31, 7.91, 7.47], [-8.87, 9.62, 7.81], [-4.41, -3.49, 0.27], [-3.60, -2.88, -0.75], [-4.05, -1.64, -1.31], [-3.36, -3.94, -1.90], [-4.51, -4.63, -2.44], [-5.30, -3.77, -3.41], [-1.95, -2.69, -0.21], [-5.13, -4.99, -1.62], [-4.08, -5.49, -2.94], [-5.79, -2.94, -2.90], [-6.06, -4.39, -3.88], [-4.65, -3.36, -4.17], [-1.60, -3.63, 0.21], [-1.97, -1.91, 0.55], [-1.34, -2.38, -1.05], [-2.64, -8.34, -4.01], [-1.89, -7.74, -5.08], [-2.39, -6.53, -5.66], [-1.66, -8.82, -6.21], [-2.82, -9.54, -6.69], [-3.67, -8.72, -7.64], [-0.22, -7.52, -4.61], [-3.40, -9.88, -5.83], [-2.41, -10.41, -7.18], [-4.14, -7.88, -7.14], [-4.44, -9.35, -8.07], [-3.05, -8.32, -8.45], [0.15, -8.45, -4.18], [-0.21, -6.72, -3.86], [0.35, -7.22, -5.48]]}


Entry 4:
{"formula": "C5H20N2O4", "method": "ωB97M-V/def2-TZVPD", "total_charge": 2, "relative_energy_ev": 1.889, "e_lumo_ev": -6.08, "symbols": ["C", "O", "C", "C", "C", "C", "N", "N", "H", "H", "H", "H", "H", "H", "H", "H", "H", "H", "H", "H", "H", "H", "H", "H", "O", "H", "H", "O", "H", "H", "O"], "xyz": [[2.81, 1.34, 0.76], [3.47, 0.91, 1.95], [1.83, 0.19, 0.28], [0.95, 0.73, -0.80], [-0.06, -0.25, -1.48], [-0.81, -0.09, -2.54], [-1.74, -1.06, -3.06], [1.04, -0.40, 1.36], [2.28, 2.31, 0.88], [3.57, 1.47, -0.04], [2.87, 1.11, 2.69], [2.45, -0.61, -0.21], [1.40, 1.15, -1.76], [0.30, 1.57, -0.54], [0.00, -1.28, -1.07], [-0.75, 0.85, -3.11], [-2.04, -1.89, -2.50], [-1.67, -1.57, -3.97], [-2.62, -0.52, -3.22], [1.61, -0.64, 2.18], [0.53, -1.28, 1.09], [0.33, 0.29, 1.67], [-2.42, 0.39, 2.49], [-1.73, -0.32, 3.52], [-1.59, -0.09, 2.60], [-3.44, 1.54, 1.45], [-3.35, 2.96, 0.61], [-2.94, 2.14, 0.90], [-2.06, -3.01, -0.54], [-0.80, -3.83, -0.98], [-1.22, -2.95, -1.02]]}


Entry 5:
{"formula": "C4H12NP", "method": "ωB97M-V/def2-TZVPD", "relative_energy_ev": 3.906, "smiles": "CCN=[PH3].C=C", "e_lumo_ev": 0.88, "symbols": ["C", "C", "N", "P", "H", "H", "H", "H", "H", "H", "H", "H", "C", "C", "H", "H", "H", "H"], "xyz": [[-1.60, 0.73, 2.15], [-1.83, 0.24, 0.66], [-1.02, -0.87, 0.37], [0.27, -1.36, 1.07], [-2.12, 0.25, 2.91], [-0.52, 0.59, 2.27], [-1.75, 1.81, 2.03], [-2.93, -0.03, 0.50], [-1.52, 1.03, -0.03], [0.35, -1.86, 2.41], [1.46, -0.53, 1.13], [0.52, -2.56, 0.52], [2.41, 0.39, -2.87], [1.16, 0.38, -2.51], [3.06, -0.45, -2.81], [2.85, 1.33, -3.30], [0.78, -0.38, -1.88], [0.44, 1.29, -2.61]]}


Entry 6:
{"formula": "CH3NOP2S", "method": "ωB97M-V/def2-TZVPD", "relative_energy_ev": 1.497, "e_lumo_ev": [-0.91, -0.91], "symbols": ["C", "N", "O", "P", "P", "S", "H", "H", "H"], "xyz": [[-0.19, 0.93, 0.18], [-0.58, 0.59, -1.05], [-1.16, -1.27, 0.55], [-0.32, -0.16, 1.51], [-1.33, -0.82, -1.00], [-1.94, -2.25, -2.08], [0.10, 1.98, 0.19], [2.59, 0.21, 1.06], [2.82, 0.80, 0.64]]}


Entry 7:
{"formula": "C7H12O", "method": "ωB97M-V/def2-TZVPD", "relative_energy_ev": 2.345, "smiles": "C=C/C=C/CC=C.O", "e_lumo_ev": 0.89, "symbols": ["C", "C", "C", "C", "C", "C", "C", "H", "H", "H", "H", "H", "H", "H", "H", "H", "H", "O", "H", "H"], "xyz": [[-2.64, -1.81, -1.46], [-2.14, -0.59, -1.55], [-1.04, -0.15, -0.63], [-1.20, 0.15, 0.64], [-0.27, 0.62, 1.75], [1.16, 1.01, 1.29], [1.36, 1.83, 0.28], [-2.29, -2.55, -0.76], [-3.51, -2.07, -2.05], [-2.56, 0.07, -2.30], [-0.09, -0.35, -1.13], [-2.20, 0.15, 1.07], [-0.34, -0.04, 2.62], [-0.65, 1.58, 2.10], [1.89, 0.52, 1.93], [2.34, 2.12, -0.09], [0.49, 2.28, -0.19], [4.11, -0.86, -0.19], [3.18, -0.74, -0.28], [4.40, -1.16, -1.06]]}


Entry 8:
{"formula": "C5H7NO", "method": "ωB97M-V/def2-TZVPD", "relative_energy_ev": 2.920, "smiles": "C=C1CC1.N=C=O", "e_lumo_ev": 0.64, "symbols": ["C", "C", "C", "C", "H", "H", "H", "H", "H", "H", "N", "C", "O", "H"], "xyz": [[0.56, -1.63, 0.28], [0.80, -0.38, -0.03], [1.73, 0.66, -0.55], [0.77, 1.01, 0.53], [-0.14, -1.97, 1.11], [0.89, -2.45, -0.26], [1.64, 1.09, -1.52], [2.75, 0.50, -0.34], [1.03, 1.16, 1.54], [-0.06, 1.71, 0.38], [-1.80, -0.01, -0.62], [-2.81, 0.32, -0.01], [-3.68, 0.94, 0.43], [-1.67, -0.94, -0.94]]}